Entry 1:
This record from OMol25 describes the molecule C2H6N2OS in a non-equilibrium geometry. The level of theory is the ωB97M-V functional and the def2-TZVPD basis.

## Properties
SMILES string: [H]/N=C(\CS)NO
HOMO level: -9.03 eV
Molar mass: 106.15 g mol⁻¹

Each atom is followed by the atoms it is bonded to, with distances in Å.
Cartesian coordinates (Å):
1 S -2.0078 -0.2590 -0.4609  C4 1.815, H9 1.345
2 H -0.5891 -1.8825 0.5247  C4 1.074
3 H -0.6506 -0.5136 1.5725  C4 1.089
4 C -0.5869 -0.8087 0.5264  S1 1.815, H2 1.074, H3 1.089, C10 1.523
5 H -0.6644 1.9438 -0.6144  O7 0.959
6 N 1.7032 -1.1153 -0.4765  C10 1.274, H12 1.011
7 O -0.0113 1.8835 0.0847  H5 0.959, N11 1.375
8 H 1.8475 1.3119 -0.4150  N11 1.021
9 H -2.1318 0.9666 0.0791  S1 1.345
10 C 0.7341 -0.3798 -0.0974  C4 1.523, N6 1.274, N11 1.358
11 N 0.8972 0.9450 -0.3455  O7 1.375, H8 1.021, C10 1.358
12 H 1.4599 -2.0919 -0.3776  N6 1.011

Entry 2:
This record from OMol25 describes the molecule C2H6N2OS in a non-equilibrium geometry. The level of theory is the ωB97M-V functional and the def2-TZVPD basis.

## Properties
SMILES string: NNC(=O)CS
HOMO level: -9.46 eV
Molar mass: 106.15 g mol⁻¹

Each atom is followed by the atoms it is bonded to, with distances in Å.
Cartesian coordinates (Å):
1 H 2.5620 -0.0004 -0.3503  N6 1.199
2 O 0.9394 1.5638 0.0280  C8 1.170
3 N 0.6180 -0.6651 -0.1753  N6 1.465, C8 1.407, H11 1.113
4 H -1.8362 -1.4214 1.0531  S5 1.640
5 S -2.5021 -0.4132 -0.0559  H4 1.640, C12 1.788
6 N 2.0312 -1.0435 -0.0915  H1 1.199, N3 1.465, H7 1.112
7 H 2.3175 -1.2096 0.9706  N6 1.112
8 C 0.1903 0.6671 -0.0258  O2 1.170, N3 1.407, C12 1.526
9 H -1.5327 1.2563 -1.1309  C12 1.130
10 H -1.5570 1.7573 0.6524  C12 1.133
11 H 0.0831 -1.4143 -0.8006  N3 1.113
12 C -1.3135 0.9227 -0.0737  S5 1.788, C8 1.526, H9 1.130, H10 1.133

Entry 3:
This record from OMol25 describes a cluster of 2 separate species, C2H6N2S in total in a non-equilibrium geometry. The level of theory is the ωB97M-V functional and the def2-TZVPD basis.

## Properties
HOMO level: -8.17 eV
Molar mass: 90.15 g mol⁻¹

Each atom is followed by the atoms it is bonded to, with distances in Å.
Cartesian coordinates (Å):
1 C -0.0444 0.2457 -0.3015  N4 1.457, N5 1.181, C6 1.443
2 H -0.6012 2.0741 -0.0978  N5 0.983
3 S 2.5649 -0.0827 -0.0850  N4 1.626
4 N 1.0810 -0.6769 -0.3813  C1 1.457, S3 1.626, H11 1.184
5 N 0.1179 1.4065 -0.1583  C1 1.181, H2 0.983
6 C -1.2113 -0.5504 -0.0058  C1 1.443, H7 1.078, H9 1.085, H10 1.108
7 H -2.1352 -0.0348 -0.2132  C6 1.078
8 H 2.1910 1.6284 0.4934  no bonds
9 H -1.3386 -1.4479 -0.6022  C6 1.085
10 H -1.2973 -1.0845 0.9614  C6 1.108
11 H 0.6733 -1.4775 0.3902  N4 1.184

Entry 4:
This record from OMol25 describes the molecule C2H6N2S in a non-equilibrium geometry. The level of theory is the ωB97M-V functional and the def2-TZVPD basis.

## Properties
SMILES string: [H]/N=C(\N)SC
HOMO level: -8.66 eV
Molar mass: 90.15 g mol⁻¹

Each atom is followed by the atoms it is bonded to, with distances in Å.
Cartesian coordinates (Å):
1 C 1.9813 0.1467 0.0856  H4 1.022, H5 1.111, H7 1.047, S10 1.765
2 N -1.8930 -0.8006 0.0850  C6 1.358, H9 1.026, H11 0.958
3 N -0.6245 1.1754 -0.1735  C6 1.255, H8 1.025
4 H 2.6916 -0.1582 -0.5827  C1 1.022
5 H 2.3782 0.0667 1.1202  C1 1.111
6 C -0.7585 -0.0663 -0.0449  N2 1.358, N3 1.255, S10 1.750
7 H 1.7449 1.1497 -0.0995  C1 1.047
8 H -1.5323 1.6423 -0.2617  N3 1.025
9 H -2.8159 -0.3689 -0.0382  N2 1.026
10 S 0.6954 -1.0286 -0.1964  C1 1.765, C6 1.750
11 H -1.8671 -1.7583 0.1061  N2 0.958

Entry 5:
This record from OMol25 describes the molecule C2H6N2S in a non-equilibrium geometry. The level of theory is the ωB97M-V functional and the def2-TZVPD basis.

## Properties
HOMO level: -8.09 eV
Molar mass: 90.15 g mol⁻¹

Each atom is followed by the atoms it is bonded to, with distances in Å.
Cartesian coordinates (Å):
1 H -2.2827 -0.5342 -0.7743  C4 1.169
2 N 1.6520 0.1663 0.5781  H3 1.012, N8 1.389, S11 1.803
3 H 1.0939 -0.4651 1.1392  N2 1.012
4 C -2.2691 0.1961 0.1390  H1 1.169, C6 1.512, H9 1.157, H10 1.163
5 H 2.9705 0.2776 -0.8851  N8 1.053
6 C -0.8055 -0.0532 0.4259  C4 1.512, S11 1.671
7 H 2.3572 -1.3829 -0.7082  N8 1.062
8 N 2.5857 -0.4584 -0.2385  N2 1.389, H5 1.053, H7 1.062
9 H -3.1897 -0.0711 0.7866  C4 1.157
10 H -2.3984 1.2834 -0.2543  C4 1.163
11 S 0.2863 1.0415 -0.2084  N2 1.803, C6 1.671

Entry 6:
This record from OMol25 describes the molecule C2H6N2S in a non-equilibrium geometry. The level of theory is the ωB97M-V functional and the def2-TZVPD basis.

## Properties
SMILES string: CS/C=N\N
HOMO level: -8.36 eV
Molar mass: 90.15 g mol⁻¹

Each atom is followed by the atoms it is bonded to, with distances in Å.
Cartesian coordinates (Å):
1 H 2.1239 2.0465 0.8526  C3 1.105
2 H 1.3782 0.7836 1.8455  C3 1.061
3 C 1.2051 1.4667 1.0516  H1 1.105, H2 1.061, S4 1.843, H9 1.057
4 S 0.8502 0.3771 -0.3917  C3 1.843, C8 1.829
5 N -0.9394 -1.4731 -1.7505  H6 1.050, H7 1.032, N10 1.393
6 H -1.7987 -2.0061 -2.0351  N5 1.050
7 H -0.6364 -0.5715 -2.1512  N5 1.032
8 C -0.4758 -0.6636 0.3177  S4 1.829, N10 1.279, H11 1.104
9 H 0.3829 2.0793 1.3097  C3 1.057
10 N -1.1838 -1.4688 -0.3789  N5 1.393, C8 1.279
11 H -0.9062 -0.5700 1.3303  C8 1.104

Across the entries above, orbital gap takes the values 9.64 9.84 8.79 9.49 8.31 9.22 eV, respectively.